The following is a DFT calculation (ωB97M-V/def2-TZVPD) of 16 unconnected molecules or ions with the total composition C72H164Cl12O30 in a non-equilibrium geometry.

Results
Orbital gap (eV): 9.38
HOMO level (eV): -9.045
ΔE to the lowest compared entry with this formula, charge and spin (eV): 0.000
E_LUMO (eV): 0.338

Each atom is followed by the atoms it is bonded to, with distances in Å.
CARTESIAN COORDINATES (ANGSTROEM)
1 Cl -4.26089 5.65473 0.57824  C2 1.810
2 C -2.81149 4.59871 0.82276  Cl1 1.810, C3 1.508, H5 1.106, H6 1.086
3 C -2.25300 4.80817 2.20773  C2 1.508, Cl4 1.874, H7 1.136, H8 1.098
4 Cl -1.32353 6.43513 2.24302  C3 1.874
5 H -2.11153 4.85806 0.00725  C2 1.106
6 H -3.07858 3.54666 0.79101  C2 1.086
7 H -1.60861 3.91600 2.49085  C3 1.136
8 H -3.12255 4.90857 2.87094  C3 1.098
9 Cl -2.57951 -2.11315 6.17327  C10 1.825
10 C -0.82207 -2.41553 5.78712  Cl9 1.825, C11 1.502, H13 1.087, H14 1.054
11 C -0.05753 -3.45191 6.56007  C10 1.502, Cl12 1.856, H15 1.114, H16 1.065
12 Cl 0.02644 -2.90399 8.33102  C11 1.856
13 H -0.24761 -1.50180 5.91345  C10 1.087
14 H -0.88975 -2.84892 4.82865  C10 1.054
15 H 0.92134 -3.42559 6.02976  C11 1.114
16 H -0.44994 -4.44133 6.60383  C11 1.065
17 Cl 0.83134 0.29507 -4.42934  C18 1.852
18 C 1.20541 0.75130 -2.67378  Cl17 1.852, C19 1.503, H21 1.087, H22 1.104
19 C 2.63666 1.19485 -2.55279  C18 1.503, Cl20 1.730, H23 1.115, H24 1.101
20 Cl 2.90052 2.75424 -3.25407  C19 1.730
21 H 0.93824 -0.07768 -2.02275  C18 1.087
22 H 0.46879 1.55069 -2.47910  C18 1.104
23 H 3.31654 0.52449 -3.12916  C19 1.115
24 H 2.84819 1.19643 -1.47267  C19 1.101
25 Cl 3.51682 -1.55519 -6.73234  C26 1.790
26 C 3.17405 -2.90060 -5.60310  Cl25 1.790, C27 1.535, H29 1.059, H30 1.082
27 C 3.14630 -2.36513 -4.16426  C26 1.535, Cl28 1.812, H31 1.079, H32 1.073
28 Cl 4.78031 -1.78886 -3.63435  C27 1.812
29 H 3.96824 -3.58572 -5.74608  C26 1.059
30 H 2.25382 -3.36084 -5.93629  C26 1.082
31 H 2.84107 -3.11488 -3.45056  C27 1.079
32 H 2.59217 -1.45888 -4.01546  C27 1.073
33 Cl -2.03063 2.70127 -1.95544  C34 1.762
34 C -3.33402 1.69418 -2.57997  Cl33 1.762, C35 1.510, H37 1.083, H38 1.057
35 C -2.91201 0.24982 -2.45565  C34 1.510, Cl36 1.799, H39 1.100, H40 1.108
36 Cl -4.32480 -0.84059 -2.68594  C35 1.799
37 H -3.48063 1.98166 -3.61401  C34 1.083
38 H -4.21215 1.95733 -2.05459  C34 1.057
39 H -2.51381 0.13726 -1.43623  C35 1.100
40 H -2.12760 -0.06319 -3.17213  C35 1.108
41 Cl 4.35560 -1.07768 1.40058  C42 1.761
42 C 5.16154 -1.80747 0.01471  Cl41 1.761, C43 1.477, H45 1.105, H46 1.122
43 C 5.88303 -3.04211 0.38505  C42 1.477, Cl44 1.837, H47 1.112, H48 1.091
44 Cl 4.67419 -4.34816 0.84210  C43 1.837
45 H 5.81728 -0.98529 -0.32413  C42 1.105
46 H 4.43250 -2.01346 -0.81355  C42 1.122
47 H 6.57710 -3.01061 1.25386  C43 1.112
48 H 6.45837 -3.44214 -0.45093  C43 1.091
49 C 10.29500 4.65736 6.00648  O50 1.403, H58 1.082, H59 1.075, H60 1.119
50 O 8.95344 4.26416 5.88886  C49 1.403, C51 1.372
51 C 8.06058 5.07639 5.23700  O50 1.372, C52 1.568, H61 1.145, H62 1.106
52 C 8.01316 4.88075 3.68156  C51 1.568, O53 1.387, H63 1.100, H64 1.087
53 O 6.92428 5.55948 3.15612  C52 1.387, C54 1.431
54 C 7.04371 5.78444 1.74773  O53 1.431, C55 1.518, H65 1.059, H66 1.140
55 C 6.93372 4.49635 0.95171  C54 1.518, O56 1.383, H67 1.132, H68 1.080
56 O 5.68688 3.91377 1.08810  C55 1.383, C57 1.390
57 C 5.50677 2.69053 0.45309  O56 1.390, H69 1.107, H70 1.120, H71 1.074
58 H 10.77916 4.96172 5.08764  C49 1.082
59 H 10.78769 3.80333 6.43404  C49 1.075
60 H 10.47688 5.42992 6.79472  C49 1.119
61 H 8.36127 6.15950 5.45371  C51 1.145
62 H 7.07062 4.92371 5.70550  C51 1.106
63 H 7.94756 3.81197 3.42900  C52 1.100
64 H 8.93222 5.28589 3.26691  C52 1.087
65 H 7.97041 6.24272 1.51677  C54 1.059
66 H 6.16340 6.46371 1.49636  C54 1.140
67 H 7.74931 3.78779 1.28888  C55 1.132
68 H 7.12732 4.63956 -0.10073  C55 1.080
69 H 5.96222 2.72279 -0.55526  C57 1.107
70 H 4.41091 2.60545 0.23724  C57 1.120
71 H 5.74912 1.86648 1.09787  C57 1.074
72 C -1.74255 2.12732 4.64278  O73 1.407, H81 1.110, H82 1.066, H83 1.082
73 O -1.80438 1.94227 3.24933  C72 1.407, C74 1.438
74 C -2.57275 0.80366 2.82259  O73 1.438, C75 1.495, H84 1.051, H85 1.135
75 C -2.67078 0.75200 1.33202  C74 1.495, O76 1.427, H86 1.101, H87 1.096
76 O -3.63371 1.59816 0.70549  C75 1.427, C77 1.410
77 C -4.98042 1.22872 0.89982  O76 1.410, C78 1.584, H88 1.104, H89 1.081
78 C -5.98133 2.32460 0.34624  C77 1.584, O79 1.433, H90 1.104, H91 1.108
79 O -5.88528 2.39745 -1.08171  C78 1.433, C80 1.420
80 C -6.67029 3.46527 -1.59066  O79 1.420, H92 1.064, H93 1.125, H94 1.095
81 H -2.74936 2.35220 5.05369  C72 1.110
82 H -1.12474 2.96710 4.86331  C72 1.066
83 H -1.30355 1.24203 5.08336  C72 1.082
84 H -3.52023 0.85047 3.27474  C74 1.051
85 H -2.01306 -0.16563 3.00973  C74 1.135
86 H -2.89576 -0.30985 1.14500  C75 1.101
87 H -1.71588 0.94566 0.82956  C75 1.096
88 H -5.21650 1.17408 1.97716  C77 1.104
89 H -5.20360 0.25691 0.48222  C77 1.081
90 H -5.67608 3.28635 0.79370  C78 1.104
91 H -7.00424 2.03019 0.65290  C78 1.108
92 H -6.70126 4.22767 -0.84978  C80 1.064
93 H -7.73262 3.20676 -1.85425  C80 1.125
94 H -6.10052 3.76719 -2.47579  C80 1.095
95 C -0.04877 -1.04202 -8.08512  O96 1.461, H104 1.108, H105 1.139, H106 1.099
96 O -1.10587 -0.05605 -7.87321  C95 1.461, C97 1.457
97 C -1.79521 -0.35593 -6.62466  O96 1.457, C98 1.532, H107 1.122, H108 1.106
98 C -3.09197 -1.12668 -6.89227  C97 1.532, O99 1.447, H109 1.092, H110 1.075
99 O -2.76461 -2.51176 -7.15562  C98 1.447, C100 1.422
100 C -3.95649 -3.23838 -7.42726  O99 1.422, C101 1.555, H111 1.080, H112 1.110
101 C -4.72846 -3.52125 -6.10774  C100 1.555, O102 1.426, H113 1.111, H114 1.116
102 O -5.60381 -2.47035 -5.70320  C101 1.426, C103 1.406
103 C -6.34525 -2.90922 -4.59229  O102 1.406, H115 1.110, H116 1.078, H117 1.094
104 H -0.40353 -2.08279 -8.22169  C95 1.108
105 H 0.66404 -0.95913 -7.20080  C95 1.139
106 H 0.46356 -0.72994 -9.00557  C95 1.099
107 H -1.95386 0.60538 -6.06787  C97 1.122
108 H -1.26119 -1.04548 -5.94434  C97 1.106
109 H -3.72101 -0.74992 -7.70089  C98 1.092
110 H -3.70267 -1.09412 -6.00771  C98 1.075
111 H -3.65068 -4.18544 -7.84777  C100 1.080
112 H -4.60899 -2.66520 -8.11823  C100 1.110
113 H -4.00840 -3.78066 -5.30220  C101 1.111
114 H -5.38338 -4.41386 -6.25055  C101 1.116
115 H -5.64417 -3.12936 -3.76029  C103 1.110
116 H -7.04857 -3.71557 -4.72440  C103 1.078
117 H -6.94596 -2.06853 -4.23222  C103 1.094
118 C 0.24533 -2.66698 -2.19994  O119 1.442, H127 1.096, H128 1.080, H129 1.071
119 O 1.35372 -2.50255 -1.29221  C118 1.442, C120 1.450
120 C 1.06497 -3.13456 -0.02001  O119 1.450, C121 1.597, H130 1.090, H131 1.065
121 C -0.11003 -2.32999 0.70287  C120 1.597, O122 1.440, H132 1.102, H133 1.056
122 O -0.05074 -0.89623 0.58602  C121 1.440, C123 1.434
123 C 1.17795 -0.40532 1.13937  O122 1.434, C124 1.504, H134 1.090, H135 1.095
124 C 1.11543 1.04736 1.52219  C123 1.504, O125 1.405, H136 1.112, H137 1.102
125 O 1.07048 1.83175 0.35762  C124 1.405, C126 1.410
126 C 0.84065 3.21130 0.53977  O125 1.410, H138 1.111, H139 1.072, H140 1.105
127 H 0.06048 -3.74599 -2.25638  C118 1.096
128 H 0.60538 -2.42186 -3.18820  C118 1.080
129 H -0.63383 -2.11827 -1.93135  C118 1.071
130 H 2.05103 -2.99888 0.42417  C120 1.090
131 H 0.68549 -4.12126 -0.15257  C120 1.065
132 H 0.03513 -2.57747 1.76654  C121 1.102
133 H -1.08296 -2.56491 0.36509  C121 1.056
134 H 1.94359 -0.37707 0.36398  C123 1.090
135 H 1.49234 -1.08318 1.93976  C123 1.095
136 H 2.01275 1.28809 2.13252  C124 1.112
137 H 0.23222 1.17583 2.16913  C124 1.102
138 H 1.69702 3.68877 1.06290  C126 1.111
139 H -0.08251 3.45414 1.02817  C126 1.072
140 H 0.75900 3.58546 -0.49621  C126 1.105
141 C -4.27242 4.99808 8.40102  O142 1.424, H150 1.081, H151 1.101, H152 1.090
142 O -3.84332 3.70426 8.81331  C141 1.424, C143 1.391
143 C -3.98140 2.78352 7.78032  O142 1.391, C144 1.541, H153 1.058, H154 1.092
144 C -3.07620 1.57470 8.08607  C143 1.541, O145 1.392, H155 1.106, H156 1.085
145 O -1.72552 1.85390 7.89454  C144 1.392, C146 1.445
146 C -0.90026 0.72182 8.24695  O145 1.445, C147 1.546, H157 1.099, H158 1.107
147 C 0.56638 1.15633 8.02558  C146 1.546, O148 1.441, H159 1.098, H160 1.092
148 O 0.78888 1.29371 6.60862  C147 1.441, C149 1.413
149 C 1.61475 2.37097 6.21662  O148 1.413, H161 1.057, H162 1.099, H163 1.095
150 H -3.63197 5.36052 7.60925  C141 1.081
151 H -4.23163 5.58582 9.33120  C141 1.101
152 H -5.28508 4.91107 8.00719  C141 1.090
153 H -3.74985 3.23478 6.85202  C143 1.058
154 H -5.02441 2.47359 7.69188  C143 1.092
155 H -3.44873 0.76781 7.42702  C144 1.106
156 H -3.27637 1.27084 9.10795  C144 1.085
157 H -1.17200 -0.17854 7.67859  C146 1.099
158 H -0.98014 0.50640 9.33000  C146 1.107
159 H 1.21914 0.36991 8.42641  C147 1.098
160 H 0.76395 2.15253 8.42813  C147 1.092
161 H 1.71665 2.27312 5.16862  C149 1.057
162 H 2.63425 2.18167 6.58126  C149 1.099
163 H 1.37888 3.33773 6.67319  C149 1.095
164 C -0.56708 8.67011 -2.18466  O165 1.422, H173 1.071, H174 1.102, H175 1.084
165 O -0.00013 7.53474 -2.82544  C164 1.422, C166 1.425
166 C -0.57637 6.27545 -2.48924  O165 1.425, C167 1.487, H176 1.103, H177 1.133
167 C 0.00578 5.16075 -3.28366  C166 1.487, O168 1.416, H178 1.101, H179 1.119
168 O -0.83023 4.86256 -4.38710  C167 1.416, C169 1.406
169 C -0.31978 3.79375 -5.14412  O168 1.406, C170 1.466, H180 1.102, H181 1.130
170 C -1.28744 3.45127 -6.19019  C169 1.466, O171 1.373, H182 1.081, H183 1.123
171 O -2.45090 2.98064 -5.63316  C170 1.373, C172 1.368
172 C -3.58923 3.16885 -6.36781  O171 1.368, H184 1.108, H185 1.078, H186 1.102
173 H -0.63744 8.53231 -1.12473  C164 1.071
174 H -1.61951 8.80802 -2.48062  C164 1.102
175 H 0.01593 9.53140 -2.49023  C164 1.084
176 H -1.65332 6.33512 -2.72043  C166 1.103
177 H -0.37568 6.05635 -1.39602  C166 1.133
178 H 0.26812 4.27071 -2.69036  C167 1.101
179 H 0.99379 5.51908 -3.66673  C167 1.119
180 H 0.03006 2.96689 -4.50565  C169 1.102
181 H 0.56411 4.06241 -5.79503  C169 1.130
182 H -0.83886 2.66237 -6.77731  C170 1.081
183 H -1.56213 4.34886 -6.80687  C170 1.123
184 H -3.70158 4.26984 -6.40988  C172 1.108
185 H -4.37600 2.69150 -5.80558  C172 1.078
186 H -3.50395 2.72828 -7.37474  C172 1.102
187 C 4.35251 3.23286 4.30571  O188 1.411, H196 1.088, H197 1.076, H198 1.106
188 O 3.11773 3.23386 3.62286  C187 1.411, C189 1.398
189 C 2.42691 4.44882 3.58856  O188 1.398, C190 1.554, H199 1.119, H200 1.105
190 C 3.09655 5.61689 2.81176  C189 1.554, O191 1.433, H201 1.061, H202 1.106
191 O 2.18355 6.72009 2.86906  C190 1.433, C192 1.412
192 C 2.43421 7.81075 2.00816  O191 1.412, C193 1.504, H203 1.130, H204 1.085
193 C 2.08509 7.51656 0.57491  C192 1.504, O194 1.425, H205 1.071, H206 1.094
194 O 3.17737 6.89358 -0.09535  C193 1.425, C195 1.404
195 C 2.88667 6.25518 -1.31110  O194 1.404, H207 1.098, H208 1.074, H209 1.100
196 H 5.14235 3.53753 3.62247  C187 1.088
197 H 4.56919 2.25825 4.70576  C187 1.076
198 H 4.33078 3.97142 5.12861  C187 1.106
199 H 2.31736 4.85886 4.62436  C189 1.119
200 H 1.41606 4.26648 3.18024  C189 1.105
201 H 3.25296 5.33354 1.80082  C190 1.061
202 H 4.06475 5.88032 3.27595  C190 1.106
203 H 3.53279 8.07019 1.95714  C192 1.130
204 H 1.81653 8.61121 2.40159  C192 1.085
205 H 1.76237 8.41945 0.09827  C193 1.071
206 H 1.23483 6.84190 0.43697  C193 1.094
207 H 3.85407 5.95746 -1.73778  C195 1.098
208 H 2.34207 6.84834 -2.02223  C195 1.074
209 H 2.49756 5.25288 -1.07828  C195 1.100
210 C -2.16209 -6.76179 -5.98710  O211 1.405, H219 1.061, H220 1.102, H221 1.107
211 O -0.85193 -6.64106 -6.47938  C210 1.405, C212 1.424
212 C -0.51184 -5.27090 -6.66810  O211 1.424, C213 1.527, H222 1.112, H223 1.100
213 C -0.40617 -4.43626 -5.39433  C212 1.527, O214 1.425, H224 1.113, H225 1.104
214 O 0.82666 -4.69701 -4.72895  C213 1.425, C215 1.452
215 C 0.89302 -5.98867 -4.06877  O214 1.452, C216 1.498, H226 1.098, H227 1.105
216 C 2.02954 -5.98807 -3.09259  C215 1.498, O217 1.397, H228 1.085, H229 1.097
217 O 3.22181 -5.65883 -3.74260  C216 1.397, C218 1.396
218 C 4.31396 -5.87977 -2.90160  O217 1.396, H230 1.130, H231 1.130, H232 1.098
219 H -2.40681 -7.79265 -6.04314  C210 1.061
220 H -2.92061 -6.16351 -6.51700  C210 1.102
221 H -2.30024 -6.52684 -4.91368  C210 1.107
222 H -1.26198 -4.80799 -7.34640  C212 1.112
223 H 0.48272 -5.27451 -7.13695  C212 1.100
224 H -1.30254 -4.45661 -4.73415  C213 1.113
225 H -0.35574 -3.37516 -5.69419  C213 1.104
226 H 0.98374 -6.80528 -4.79782  C215 1.098
227 H -0.03527 -6.14645 -3.49113  C215 1.105
228 H 1.96856 -6.92636 -2.55106  C216 1.085
229 H 1.73349 -5.21857 -2.36843  C216 1.097
230 H 5.23568 -5.46549 -3.40785  C218 1.130
231 H 4.31648 -7.00186 -2.76819  C218 1.130
232 H 4.10904 -5.47013 -1.90377  C218 1.098
233 C -2.92746 -5.46895 3.96825  O234 1.447, H242 1.099, H243 1.125, H244 1.093
234 O -1.62637 -4.90293 3.68310  C233 1.447, C235 1.377
235 C -0.62898 -5.83889 3.52381  O234 1.377, C236 1.503, H245 1.066, H246 1.125
236 C 0.55791 -5.18099 2.87793  C235 1.503, O237 1.405, H247 1.104, H248 1.084
237 O 1.24896 -4.36126 3.78670  C236 1.405, C238 1.405
238 C 2.44934 -3.94354 3.18781  O237 1.405, C239 1.500, H249 1.068, H250 1.106
239 C 3.33836 -3.22011 4.15612  C238 1.500, O240 1.433, H251 1.149, H252 1.068
240 O 2.57064 -2.03498 4.40184  C239 1.433, C241 1.453
241 C 3.19761 -1.22349 5.43096  O240 1.453, H253 1.084, H254 1.090, H255 1.100
242 H -2.91075 -6.15896 4.82321  C233 1.099
243 H -3.48263 -5.79230 3.04495  C233 1.125
244 H -3.51875 -4.62378 4.33064  C233 1.093
245 H -0.95132 -6.68954 2.96761  C235 1.066
246 H -0.35634 -6.18469 4.55930  C235 1.125
247 H 0.14824 -4.52806 2.08695  C236 1.104
248 H 1.25361 -5.87606 2.42096  C236 1.084
249 H 2.21266 -3.30534 2.36466  C238 1.068
250 H 2.90469 -4.88393 2.82642  C238 1.106
251 H 4.35061 -2.91952 3.70342  C239 1.149
252 H 3.40541 -3.84476 5.01952  C239 1.068
253 H 4.13873 -0.83064 5.06346  C241 1.084
254 H 3.16106 -1.79698 6.35716  C241 1.090
255 H 2.57321 -0.34011 5.62764  C241 1.100
256 C -4.25119 -10.60098 -3.55225  O257 1.431, H265 1.076, H266 1.115, H267 1.106
257 O -4.31393 -9.17181 -3.58413  C256 1.431, C258 1.417
258 C -5.31315 -8.67588 -2.71083  O257 1.417, C259 1.481, H268 1.084, H269 1.122
259 C -5.28327 -7.19526 -2.71525  C258 1.481, O260 1.415, H270 1.090, H271 1.130
260 O -4.05127 -6.71460 -2.21051  C259 1.415, C261 1.444
261 C -3.95177 -5.28191 -2.36210  O260 1.444, C262 1.499, H272 1.100, H273 1.057
262 C -2.74736 -4.69995 -1.68482  C261 1.499, O263 1.412, H274 1.093, H275 1.068
263 O -2.83746 -4.69416 -0.27598  C262 1.412, C264 1.435
264 C -3.76436 -3.77821 0.32467  O263 1.435, H276 1.089, H277 1.108, H278 1.069
265 H -3.83273 -10.91469 -2.61145  C256 1.076
266 H -3.65236 -10.88730 -4.44844  C256 1.115
267 H -5.24984 -11.07337 -3.59355  C256 1.106
268 H -5.15432 -9.01374 -1.69314  C258 1.084
269 H -6.36499 -8.89349 -3.03682  C258 1.122
270 H -6.02252 -6.89924 -1.97058  C259 1.090
271 H -5.53767 -6.71962 -3.70869  C259 1.130
272 H -4.84451 -4.76316 -1.98196  C261 1.100
273 H -3.91395 -5.10484 -3.40302  C261 1.057
274 H -2.51938 -3.72030 -2.11133  C262 1.093
275 H -1.96810 -5.40892 -1.86152  C262 1.068
276 H -3.72295 -3.98460 1.39274  C264 1.089
277 H -4.81746 -3.91723 0.00783  C264 1.108
278 H -3.57735 -2.76950 0.02255  C264 1.069